Here is a 2-piece molecular cluster, C3H3N3O2 overall from the OMol25 dataset. Energies are from the ωB97M-V functional and the def2-TZVPD basis.

Calculated values
orbital gap (spin up / spin down): 9.200 / 9.199 eV
energy relative to the best compared isomer or geometry (same formula, charge and spin): 97.7 kcal/mol
HOMO level (spin up / spin down): -9.090 / -9.090 eV
energy: -430.7652 Eh
structure (SMILES): NC1=CN=N1.O=C=O

Geometry as XYZ:
```
11
Properties=species:S:1:pos:R:3:forces:R:3:nbo_charge:R:1
N -1.096 1.229 -0.324 -0.91 -2.53 -0.85 -0.7881
C -0.959 -0.008 0.196 0.78 -2.21 -0.60 0.4076
C -0.986 -1.508 -0.412 1.24 0.05 0.11 -0.0327
N -0.499 -1.910 0.712 -0.79 0.61 -1.09 -0.1906
N -0.497 -0.514 1.293 -0.40 0.96 0.51 -0.4045
H -0.963 1.242 -1.307 -0.20 0.21 -0.74 0.4000
H -0.837 2.029 0.138 0.82 1.95 1.59 0.4031
H -0.926 -2.114 -1.370 -0.60 0.98 1.11 0.2095
O 2.466 1.463 0.980 -0.07 0.55 0.83 -0.5145
C 2.233 0.498 0.398 0.23 -0.18 -0.96 1.0335
O 2.064 -0.407 -0.304 -0.10 -0.40 0.08 -0.5233
```
Forces are in eV/Å.

=====

Here is one molecule with the formula C3H3N3O2 from the OMol25 dataset. Energies are from the ωB97M-V functional and the def2-TZVPD basis.

Calculated values
orbital gap: 10.839 eV
energy relative to the best compared isomer or geometry (same formula, charge and spin): 27.7 kcal/mol
HOMO level: -10.507 eV
energy: -430.8768 Eh
structure (SMILES): O=c1nc[nH]c(=O)[nH]1

Geometry as XYZ:
```
11
Properties=species:S:1:pos:R:3:forces:R:3:nbo_charge:R:1
O -2.435 -0.800 0.033 0.86 -0.21 -0.62 -0.5332
C -1.350 -0.306 -0.065 1.32 2.25 1.38 0.7711
N -1.108 1.156 -0.073 -5.15 -4.40 -0.88 -0.5064
C 0.059 1.493 -0.032 -1.03 7.95 1.48 0.3031
N 1.193 0.900 0.011 2.84 2.03 0.55 -0.6158
C 1.232 -0.402 0.004 -1.47 -3.61 -0.04 0.7911
O 2.254 -1.005 -0.066 0.69 -1.43 0.16 -0.5655
N -0.096 -0.976 0.111 0.48 1.42 -0.75 -0.6815
H 0.062 2.632 0.183 1.00 -1.50 -0.71 0.1812
H 1.952 1.476 0.359 0.33 -0.67 -0.53 0.4388
H -0.135 -1.936 -0.062 0.14 -1.82 -0.03 0.4172
```
Forces are in eV/Å.

=====

Here is one molecule with the formula C3H3N3O2 from the OMol25 dataset. Energies are from the ωB97M-V functional and the def2-TZVPD basis.

Calculated values
orbital gap: 9.864 eV
energy relative to the best compared isomer or geometry (same formula, charge and spin): 117.1 kcal/mol
HOMO level: -10.113 eV
energy: -430.7344 Eh
structure (SMILES): O=C(O)c1c[nH]nn1

Geometry as XYZ:
```
11
Properties=species:S:1:pos:R:3:forces:R:3:nbo_charge:R:1
O -2.084 -1.694 0.145 0.22 6.21 -0.32 -0.5265
C -1.712 -0.474 -0.002 -0.74 -5.30 -1.12 0.7356
O -2.504 0.677 -0.045 4.66 0.71 1.95 -0.6429
C -0.228 -0.380 -0.289 1.14 1.21 0.58 -0.1024
C 0.625 0.754 -0.237 2.37 -4.94 2.50 -0.0175
N 1.925 0.265 0.231 -1.73 -3.11 -2.59 -0.4664
N 1.766 -1.234 -0.039 -0.93 0.81 1.23 -0.0156
N 0.520 -1.598 -0.225 2.84 4.38 0.41 -0.1252
H -1.730 1.394 0.286 -3.45 -2.29 -1.43 0.4815
H 0.421 1.749 -0.252 -0.59 2.65 -0.04 0.2114
H 3.002 0.539 0.426 -3.79 -0.34 -1.17 0.4679
```
Forces are in eV/Å.

=====

Here is a 2-piece molecular cluster, C3H3N3O2 overall from the OMol25 dataset. Energies are from the ωB97M-V functional and the def2-TZVPD basis.

Calculated values
orbital gap: 7.437 eV
energy relative to the best compared isomer or geometry (same formula, charge and spin): 194.4 kcal/mol
HOMO level: -9.911 eV
energy: -430.6112 Eh

Geometry as XYZ:
```
11
Properties=species:S:1:pos:R:3:forces:R:3:nbo_charge:R:1
C -1.299 1.254 -0.034 4.23 -3.82 -0.69 0.1077
C 0.687 0.333 0.266 -2.72 -1.28 -2.88 0.1385
C 2.110 0.197 0.018 3.01 -1.47 0.88 0.3680
H -1.961 -1.870 1.260 -1.11 2.24 -4.00 0.4289
H -2.247 1.732 -0.147 0.15 0.81 -0.14 0.2405
H 2.798 1.170 0.118 -1.51 -1.79 -0.44 0.1479
N -1.273 -0.145 -0.110 -2.84 -1.36 0.84 0.1237
N 0.065 1.505 0.003 -2.35 0.97 1.51 -0.4086
N -0.191 -0.795 0.073 3.90 4.02 1.00 -0.2042
O -2.313 -1.032 -0.147 -0.15 -1.00 3.75 -0.4497
O 2.590 -0.930 -0.164 -0.62 2.68 0.17 -0.4928
```
Forces are in eV/Å.

=====

Here is a 2-piece molecular cluster, C3H3N3O4S overall from the OMol25 dataset. Energies are from the ωB97M-V functional and the def2-TZVPD basis.

Calculated values
orbital gap (spin up / spin down): 6.536 / 6.285 eV
spin multiplicity: 3
HOMO level (spin up / spin down): -6.537 / -9.945 eV
energy: -979.2032 Eh

Geometry as XYZ:
```
14
Properties=species:S:1:pos:R:3:forces:R:3:lowdin_spin:R:1
C -0.929 -0.658 0.754 0.62 -0.60 1.17 0.0580
C -1.950 -1.391 0.307 -0.73 1.16 0.16 0.0049
C -0.990 -0.528 -1.500 1.54 1.27 0.59 0.9469
N -0.320 -0.211 -0.387 2.26 2.02 -1.09 0.0981
N -2.047 -1.136 -1.068 -4.35 -3.67 -0.77 0.1834
N 0.987 0.145 -0.257 -0.17 -1.64 1.49 0.2642
O 1.634 0.802 -1.048 -0.08 1.53 -2.81 0.1808
O 1.524 -0.504 0.652 0.91 -0.74 1.74 0.2308
O 2.022 2.268 1.569 1.33 -0.65 -1.08 0.0025
O 2.952 3.055 -0.517 0.71 0.29 -0.29 0.0107
S 3.005 2.051 0.499 -1.69 1.05 1.41 0.0035
H -0.447 -0.439 1.735 -0.75 -0.45 -1.18 0.0040
H -2.692 -1.821 0.930 -0.75 -0.53 -0.20 0.0005
H -2.749 -1.633 -1.669 1.15 0.98 0.86 0.0118
```
Forces are in eV/Å.

=====

Here is one molecule with the formula C3H3N3S from the OMol25 dataset. Energies are from the ωB97M-V functional and the def2-TZVPD basis.

Calculated values
orbital gap: 9.399 eV
energy relative to the best compared isomer or geometry (same formula, charge and spin): 35.3 kcal/mol
HOMO level: -9.347 eV
energy: -678.5231 Eh
structure (SMILES): Sc1nccnn1

Geometry as XYZ:
```
10
Properties=species:S:1:pos:R:3:forces:R:3:nbo_charge:R:1
S -2.756 0.014 0.000 -0.68 0.69 0.01 0.1130
C -1.043 -0.028 0.002 3.46 -0.08 0.37 0.1817
N -0.358 1.180 -0.004 -2.74 -1.98 -0.19 -0.4177
C 0.931 1.049 0.009 0.49 0.72 0.26 0.0485
C 1.592 -0.165 0.013 -0.05 0.06 -0.49 -0.0748
N 0.912 -1.293 -0.030 0.52 0.10 0.53 -0.1445
N -0.382 -1.234 0.046 -2.45 0.74 -0.53 -0.2713
H -2.976 -1.296 -0.030 0.28 -0.36 0.00 0.1524
H 1.421 2.003 0.026 0.77 0.18 0.00 0.2029
H 2.659 -0.230 -0.033 0.39 -0.07 0.04 0.2099
```
Forces are in eV/Å.

=====

Here is one molecule with the formula C3H3N5 from the OMol25 dataset. Energies are from the ωB97M-V functional and the def2-TZVPD basis.

Calculated values
orbital gap: 8.296 eV
energy relative to the best compared isomer or geometry (same formula, charge and spin): 111.1 kcal/mol
HOMO level: -9.344 eV
energy: -389.6916 Eh
structure (SMILES): c1[nH][nH]c2nnnc1-2

Geometry as XYZ:
```
11
Properties=species:S:1:pos:R:3:forces:R:3:nbo_charge:R:1
C 0.317 -1.137 0.587 2.22 -2.04 -1.87 0.0735
N 0.655 -1.230 -0.834 -4.42 -0.26 0.73 -0.3803
N -0.095 -0.122 -1.342 2.66 5.52 -2.21 -0.4251
C -0.510 0.695 -0.236 1.44 0.26 -2.37 0.3472
N -0.716 2.087 -0.063 -0.26 -5.70 -1.35 -0.3120
N -0.750 2.074 1.245 1.38 1.72 3.34 0.0102
N -0.327 1.044 1.924 -1.79 -0.67 0.48 -0.2687
C -0.268 -0.020 1.004 -0.06 3.44 -2.08 -0.0776
H 0.835 -1.949 0.985 0.22 -1.09 1.84 0.2162
H 0.162 -2.118 -1.334 1.79 2.22 1.62 0.4038
H 0.697 0.674 -1.935 -3.17 -3.40 1.87 0.4128
```
Forces are in eV/Å.

=====

Here is one molecule with the formula C3H3N5 from the OMol25 dataset. Energies are from the ωB97M-V functional and the def2-TZVPD basis.

Calculated values
orbital gap: 10.869 eV
energy relative to the best compared isomer or geometry (same formula, charge and spin): 77.0 kcal/mol
HOMO level: -10.957 eV
energy: -389.7459 Eh
structure (SMILES): N#CCn1cnnn1

Geometry as XYZ:
```
11
Properties=species:S:1:pos:R:3:forces:R:3:nbo_charge:R:1
N -3.120 0.554 -0.645 7.68 -2.27 3.14 -0.2563
C -2.030 0.171 -0.200 -6.91 1.01 -2.28 0.2348
C -0.882 -0.709 0.259 -4.02 -3.44 2.24 -0.3192
N 0.327 -0.101 0.032 5.01 1.80 0.48 -0.2346
C 0.990 1.100 0.236 1.33 2.78 -1.89 0.1175
N 2.247 0.944 -0.245 -1.11 0.44 0.40 -0.2952
N 2.423 -0.360 -0.636 -3.17 1.32 2.86 -0.0267
N 1.309 -0.939 -0.300 0.72 -2.59 -2.66 -0.0663
H -0.994 -1.743 -0.334 0.61 2.60 0.90 0.3082
H -0.988 -1.194 1.442 -0.02 2.02 -3.14 0.2647
H 0.719 2.277 0.390 -0.11 -3.65 -0.05 0.2731
```
Forces are in eV/Å.

=====

Here is a 2-piece molecular cluster, C3H3NO overall from the OMol25 dataset. Energies are from the ωB97M-V functional and the def2-TZVPD basis.

Calculated values
orbital gap: 9.391 eV
energy relative to the best compared isomer or geometry (same formula, charge and spin): 52.3 kcal/mol
HOMO level: -9.121 eV
energy: -246.0081 Eh
structure (SMILES): C=C=O.C#N

Geometry as XYZ:
```
8
Properties=species:S:1:pos:R:3:forces:R:3:nbo_charge:R:1
C -0.300 -0.854 -0.106 -1.47 -0.93 -0.27 -0.7591
C -1.306 -0.027 0.084 -0.68 -0.83 1.33 0.7156
O -2.091 0.719 0.514 0.53 -0.12 -0.94 -0.4384
H 0.100 -1.167 -1.055 -0.16 0.14 -0.05 0.2763
H -0.030 -1.401 0.788 0.05 0.01 -0.02 0.2925
C 1.133 0.824 -0.080 1.77 1.42 0.23 0.0549
N 2.104 0.537 0.483 -0.58 0.18 -0.37 -0.3532
H 0.389 1.370 -0.629 0.54 0.13 0.09 0.2114
```
Forces are in eV/Å.

=====

Here is a 2-piece molecular cluster, C3H3NO overall from the OMol25 dataset. Energies are from the ωB97M-V functional and the def2-TZVPD basis.

Calculated values
orbital gap (spin up / spin down): 7.772 / 7.772 eV
energy relative to the best compared isomer or geometry (same formula, charge and spin): 112.6 kcal/mol
HOMO level (spin up / spin down): -8.841 / -8.841 eV
energy: -245.9122 Eh

Geometry as XYZ:
```
8
Properties=species:S:1:pos:R:3:forces:R:3:nbo_charge:R:1
C 2.350 -1.010 -0.071 -0.48 1.28 -0.12 -0.4633
C 1.163 -0.729 -0.214 -1.19 -0.21 0.27 -0.4425
C -1.491 -0.235 -0.101 1.38 1.37 -0.53 0.9888
N -1.157 1.061 -0.008 1.23 -1.85 0.55 -0.8490
O -2.308 -1.021 -0.238 0.50 -0.22 0.21 -0.3853
H 3.405 -0.792 0.006 -0.32 -0.64 -0.02 0.2221
H -0.102 1.103 0.147 -1.56 0.23 -0.17 0.5006
H -1.860 1.623 0.480 0.44 0.04 -0.20 0.4286
```
Forces are in eV/Å.

=====

Which value of energy does entry 5 give? -979.2032 Eh

=====

energy of number 9 (C3H3NO)? -246.0081 Eh

=====

Look up the energy of the sixth one. -678.5231 Eh

=====

The lowest energy belongs to which entry? C3H3N3O4S